Below is C3H6N2O2S in the gas phase in a non-equilibrium geometry, with properties calculated with ωB97M-V with the def2-TZVPD basis set.

Its charge is 0. The orbital gap is 10.24 eV. The relative energy (zero: lowest compared OMol25 entry of this formula, charge and spin) is 98.6 kcal/mol.

```
14
Properties=species:S:1:pos:R:3:nbo_charge:R:1
C 0.486 1.558 0.241 0.449
C 0.396 -0.890 0.314 -0.612
C -0.412 0.404 0.439 -0.485
N 1.578 1.869 1.076 -0.745
N 0.133 2.470 -0.740 -0.300
O 3.490 2.865 -0.313 -0.899
O 1.010 3.540 -0.758 -0.546
S 2.312 3.283 0.413 1.585
H -0.026 -1.928 0.386 0.235
H 1.163 -0.768 1.225 0.238
H 0.972 -0.805 -0.715 0.208
H -0.808 0.385 1.447 0.248
H -1.261 0.606 -0.222 0.216
H -0.204 2.121 -1.682 0.407
```



Below is a gas-phase ion, C16H26N3O (charge +1) in a non-equilibrium geometry, with properties calculated with ωB97M-V with the def2-TZVPD basis set.

Its charge is +1. The orbital gap is 7.92 eV. The relative energy (zero: lowest compared OMol25 entry of this formula, charge and spin) is 95.5 kcal/mol. The SMILES is COc1ccc([C@@H](CC2=[N+](C)CCN2C)N(C)C)cc1.

```
46
Properties=species:S:1:pos:R:3:nbo_charge:R:1
C 2.626 -1.088 9.607 -0.251
O 1.539 -0.486 8.886 -0.494
C 1.081 -1.006 7.716 0.330
C 0.140 -0.234 7.001 -0.256
C -0.343 -0.721 5.817 -0.188
C 0.015 -1.970 5.340 -0.111
C -0.859 -2.465 4.137 0.023
C -0.171 -2.021 2.769 -0.493
C -0.019 -0.564 2.249 0.604
N 1.154 0.033 1.961 -0.349
C 2.498 -0.534 2.087 -0.415
C 0.976 1.366 1.449 -0.223
C -0.526 1.443 1.241 -0.226
N -1.011 0.190 1.737 -0.350
C -2.373 -0.215 1.492 -0.410
N -1.299 -3.832 4.307 -0.472
C -2.170 -4.345 3.278 -0.395
C -1.251 -4.635 5.509 -0.394
C 1.042 -2.681 5.979 -0.131
C 1.595 -2.193 7.166 -0.327
H 2.834 -0.368 10.391 0.213
H 2.272 -2.018 10.026 0.186
H 3.485 -1.219 8.964 0.181
H -0.223 0.700 7.414 0.237
H -1.014 -0.140 5.210 0.200
H -1.712 -1.848 3.936 0.154
H 0.828 -2.429 2.896 0.242
H -0.528 -2.585 1.956 0.248
H 2.507 -1.575 1.772 0.225
H 3.194 0.000 1.436 0.234
H 2.817 -0.456 3.131 0.229
H 1.506 1.609 0.529 0.227
H 1.299 2.105 2.173 0.219
H -0.760 1.637 0.203 0.220
H -0.977 2.257 1.777 0.221
H -2.582 -1.145 2.009 0.226
H -3.022 0.588 1.857 0.224
H -2.583 -0.378 0.428 0.222
H -2.394 -5.403 3.484 0.224
H -3.082 -3.713 3.212 0.171
H -1.653 -4.318 2.297 0.176
H -1.943 -5.481 5.386 0.213
H -0.281 -5.094 5.733 0.186
H -1.504 -4.095 6.426 0.200
H 1.447 -3.606 5.535 0.215
H 2.371 -2.776 7.694 0.234
```



Below is 4 unconnected molecules or ions with the total composition C3H14O3S in a non-equilibrium geometry, with properties calculated with ωB97M-V with the def2-TZVPD basis set.

Its charge is 0. The orbital gap is 9.35 eV. The relative energy (zero: lowest compared OMol25 entry of this formula, charge and spin) is 64.1 kcal/mol. The SMILES is CCSC.O.O.O.

```
21
Properties=species:S:1:pos:R:3:nbo_charge:R:1
C 1.307 1.704 1.860 -0.646
C 1.237 0.397 1.100 -0.550
S -0.136 0.402 0.013 0.172
C 0.427 -0.413 -1.553 -0.751
H 0.375 1.697 2.237 0.206
H 1.683 1.801 2.882 0.240
H 1.360 2.509 1.022 0.229
H 2.196 0.397 0.435 0.215
H 1.249 -0.490 1.726 0.188
H 0.921 0.460 -1.994 0.226
H -0.313 -0.895 -2.297 0.248
H 1.114 -1.253 -1.512 0.221
O -0.461 0.191 -4.766 -0.929
H -0.156 -0.706 -4.822 0.462
H -1.427 0.036 -4.565 0.470
O -3.182 -0.758 -0.440 -0.933
H -3.892 -0.751 0.188 0.461
H -2.803 0.155 -0.172 0.470
O -0.199 -1.677 3.672 -0.939
H -0.016 -1.201 2.796 0.470
H 0.717 -1.605 4.189 0.469
```



Below is C4H7NO2 in the gas phase in a non-equilibrium geometry, with properties calculated with ωB97M-V with the def2-TZVPD basis set.

Its charge is 0. The orbital gap is 10.29 eV. The relative energy (zero: lowest compared OMol25 entry of this formula, charge and spin) is 71.1 kcal/mol. The SMILES is O=CCCNC=O.

```
14
Properties=species:S:1:pos:R:3:nbo_charge:R:1
O 1.392 -0.420 2.648 -0.529
C 1.183 0.598 1.910 0.395
C 1.403 0.521 0.471 -0.529
C 0.377 0.998 -0.539 -0.209
N -0.390 -0.007 -1.367 -0.686
C -1.672 -0.657 -1.213 0.574
O -2.496 -1.183 -1.902 -0.530
H 0.603 1.447 2.362 0.139
H 1.861 -0.495 0.187 0.250
H 2.307 1.243 0.546 0.237
H 1.034 1.509 -1.190 0.219
H -0.437 1.635 -0.010 0.214
H 0.264 -0.513 -2.005 0.390
H -1.820 -0.715 -0.062 0.065
```



Below is C4H3BrO in the gas phase in a non-equilibrium geometry, with properties calculated with ωB97M-V with the def2-TZVPD basis set.

Its charge is 0. Its spin multiplicity is 3. The orbital gap (spin up / spin down) is 7.14 / 6.31 eV. The expectation value of S² is 2.01. The relative energy (zero: lowest compared OMol25 entry of this formula, charge and spin) is 5.5 kcal/mol.

```
9
Properties=species:S:1:pos:R:3:mulliken_spin:R:1
C -0.096 -1.014 0.112 0.766
C 1.017 -0.283 -0.079 0.659
C 0.337 1.037 -0.135 0.089
C -1.015 0.202 -0.060 -0.020
O 0.581 2.169 0.046 0.233
Br 2.892 -0.696 0.017 0.131
H -0.231 -2.000 0.311 0.045
H -1.794 0.257 -0.956 0.060
H -1.691 0.329 0.744 0.036
```



Below is 2 unconnected molecules or ions with the total composition C2H10NO in a non-equilibrium geometry, with properties calculated with ωB97M-V with the def2-TZVPD basis set.

Its charge is +1. The orbital gap is 11.17 eV. The relative energy (zero: lowest compared OMol25 entry of this formula, charge and spin) is 60.6 kcal/mol.

```
14
Properties=species:S:1:pos:R:3:nbo_charge:R:1
C 0.279 0.150 2.166 -0.251
O 0.430 0.768 0.945 -0.785
H 1.228 1.433 0.864 0.507
H -0.469 0.668 2.744 0.191
H -0.315 -0.769 1.813 0.163
H 1.226 0.005 2.818 0.208
C -0.953 -0.044 -1.700 -0.495
N 0.189 -0.858 -1.397 -0.654
H 0.044 -1.906 -1.607 0.446
H 0.866 -0.549 -1.906 0.409
H 0.419 -0.649 -0.369 0.481
H -1.192 0.006 -2.742 0.250
H -0.789 0.958 -1.256 0.262
H -1.736 0.031 -0.936 0.269
```



Below is a molecular structure, C51H39BrN3O2PtS in a non-equilibrium geometry, with properties calculated with ωB97M-V with the def2-TZVPD basis set.

Its charge is +1. The orbital gap (spin up / spin down) is 5.85 / 5.83 eV. The relative energy (zero: lowest compared OMol25 entry of this formula, charge and spin) is 76.8 kcal/mol.

```
98
Properties=species:S:1:pos:R:3:lowdin_charge:R:1
Pt 0.536 -0.308 -0.381 1.438
O 0.749 1.681 0.715 -0.128
C 0.578 2.851 0.095 -0.503
C -0.391 2.748 -1.145 -0.043
C -1.623 2.052 -0.672 -0.254
C -2.733 2.760 -0.219 0.004
C -3.799 2.064 0.331 -0.001
C -3.702 0.689 0.457 0.014
C -2.549 0.049 0.015 -0.251
C -2.304 -1.397 0.287 -0.058
C -1.504 -1.483 1.633 -0.503
O -0.274 -0.966 1.538 -0.150
C -2.345 -0.813 2.723 -0.188
C -1.881 0.337 3.346 -0.027
C -2.695 1.007 4.241 -0.066
C -3.956 0.517 4.534 -0.077
C -4.402 -0.654 3.943 -0.067
C -3.595 -1.325 3.043 -0.041
C -1.244 -2.955 2.071 -0.142
C -0.811 -3.124 3.379 -0.017
C -0.527 -4.388 3.857 -0.062
C -0.647 -5.483 3.021 -0.085
C -1.041 -5.306 1.707 -0.080
C -1.325 -4.040 1.214 -0.034
N -1.555 0.719 -0.574 0.077
C -0.021 3.934 0.993 -0.159
C -0.922 3.559 1.979 -0.033
C -1.554 4.521 2.744 -0.064
C -1.284 5.863 2.537 -0.076
C -0.388 6.239 1.548 -0.064
C 0.242 5.281 0.775 -0.017
C 2.003 3.303 -0.312 -0.171
C 2.421 3.536 -1.609 -0.047
C 3.702 4.024 -1.824 -0.079
C 4.566 4.244 -0.766 -0.084
C 4.162 3.946 0.525 -0.063
C 2.886 3.466 0.749 -0.032
H 0.115 2.149 -1.897 0.063
H -0.594 3.752 -1.514 0.141
H -2.746 3.836 -0.300 0.131
H -4.670 2.586 0.694 0.122
H -4.492 0.108 0.902 0.122
H -1.652 -1.818 -0.483 0.069
H -3.232 -1.963 0.360 0.136
H -0.877 0.676 3.129 0.112
H -2.337 1.909 4.715 0.102
H -4.584 1.032 5.243 0.104
H -5.375 -1.052 4.188 0.107
H -3.925 -2.256 2.604 0.127
H -0.711 -2.259 4.014 0.124
H -0.220 -4.510 4.883 0.107
H -0.421 -6.470 3.390 0.103
H -1.135 -6.161 1.056 0.102
H -1.625 -3.934 0.183 0.101
H -1.131 2.511 2.124 0.090
H -2.271 4.217 3.492 0.099
H -1.772 6.613 3.138 0.105
H -0.184 7.285 1.377 0.107
H 0.937 5.582 0.005 0.124
H 1.769 3.390 -2.454 0.103
H 4.019 4.239 -2.834 0.103
H 5.557 4.634 -0.947 0.104
H 4.834 4.083 1.359 0.107
H 2.554 3.239 1.751 0.127
S 2.057 -4.287 -2.560 1.164
C 0.588 -3.958 -3.433 -0.444
C 0.122 -4.553 -4.594 -0.070
C -1.083 -4.119 -5.112 -0.067
C -1.828 -3.143 -4.454 -0.098
C -1.365 -2.540 -3.305 -0.040
C -0.129 -2.927 -2.790 -0.314
N 0.495 -2.423 -1.683 0.055
C 1.629 -3.023 -1.434 -0.512
C 2.518 -2.578 -0.396 -0.254
C 3.585 -3.357 0.059 -0.031
C 4.494 -2.820 0.945 -0.056
C 4.336 -1.520 1.406 -0.045
C 3.241 -0.762 1.008 -0.070
C 2.336 -1.278 0.100 -0.188
H 0.693 -5.335 -5.070 0.116
H -1.458 -4.544 -6.031 0.114
H -2.783 -2.848 -4.857 0.112
H -1.941 -1.777 -2.808 0.109
H 3.690 -4.374 -0.290 0.105
H 5.332 -3.411 1.281 0.114
H 5.066 -1.102 2.083 0.115
H 3.094 0.232 1.408 0.106
Br -0.620 -0.257 -6.058 0.828
C 0.747 -0.214 -4.742 -0.634
C 2.049 -0.581 -5.059 -0.057
C 2.998 -0.471 -4.045 -0.015
C 2.621 -0.034 -2.793 -0.105
N 1.353 0.295 -2.483 -0.018
C 0.436 0.213 -3.464 -0.192
H 2.317 -0.929 -6.042 0.118
H 4.031 -0.714 -4.243 0.123
H 3.344 0.062 -1.993 0.123
H -0.577 0.506 -3.224 0.103
```